Here is a molecular structure, C44H64GeMgN3OP2SSeSi from OMol25. Energies are from the ωB97M-V functional and the def2-TZVPD basis.

Atoms and positions in Å:
Se  -2.622  2.847  -0.588
Ge  -5.841  2.632  -1.226
S  5.590  -5.554  -1.267
P  2.111  -1.708  1.721
P  1.154  -2.346  -0.787
Si  0.393  3.447  3.810
Mg  0.584  0.143  -0.060
O  0.157  0.688  -1.850
N  2.211  -2.905  0.428
N  -1.307  1.361  -3.425
N  0.408  2.772  -2.723
C  3.074  -2.423  3.081
C  -1.306  -3.290  0.001
C  3.691  -0.276  -0.182
C  -7.341  3.671  -1.916
C  3.254  -2.933  -2.610
C  3.010  -2.625  -4.983
C  4.672  1.864  0.321
C  -0.243  -3.491  -0.880
C  5.147  -3.146  4.072
C  -1.350  -5.448  -1.743
C  1.949  -2.496  -2.412
C  4.239  1.743  1.639
C  -0.153  3.878  -3.489
C  1.184  -2.101  -3.510
C  -1.836  2.321  -4.389
C  1.883  3.020  4.855
C  3.149  -5.158  -0.121
C  0.353  2.301  2.375
C  -0.793  3.353  -4.755
C  4.455  -3.557  5.208
C  -4.209  3.731  -1.322
C  -0.271  -4.577  -1.754
C  4.614  -4.780  0.039
C  2.390  -2.830  4.223
C  3.781  -3.000  -3.894
C  3.247  -0.400  1.132
C  4.397  0.857  -0.587
C  4.461  -2.576  3.014
C  0.361  1.528  1.428
C  -6.167  2.072  0.613
C  -2.403  -5.241  -0.862
C  1.711  -2.169  -4.789
C  2.249  -4.346  0.794
C  1.467  3.135  -1.793
C  0.530  5.194  3.168
C  -5.529  1.058  -2.342
C  7.221  -4.960  -0.787
C  3.081  -3.396  5.287
C  -0.235  1.595  -2.641
C  -2.067  0.128  -3.301
C  -1.168  3.237  4.810
C  -2.383  -4.164  0.012
C  3.517  0.634  2.036
C  -2.815  3.446  1.249
H  0.575  5.915  3.988
H  -3.988  3.973  -2.363
H  3.539  -1.073  -0.898
H  -3.244  -5.923  -0.859
H  7.262  -3.871  -0.803
H  2.812  3.207  4.310
H  -2.551  4.500  1.319
H  -1.855  -0.549  -4.133
H  0.174  -1.742  -3.361
H  1.315  -2.700  4.280
H  -0.330  5.447  2.543
H  -4.546  0.646  -2.110
H  6.221  -3.263  4.020
H  5.223  2.742  0.010
H  1.841  2.269  -1.262
H  -2.055  3.473  4.218
H  2.615  -4.422  1.816
H  4.450  2.529  2.352
H  3.869  -3.216  -1.768
H  4.740  0.931  -1.611
H  0.661  4.564  -3.720
H  3.149  0.573  3.054
H  -1.266  2.210  5.169
H  -6.375  2.927  1.257
H  1.431  5.313  2.561
H  2.547  -3.707  6.175
H  0.547  -4.738  -2.446
H  -5.303  1.534  1.007
H  1.906  3.621  5.768
H  3.014  -6.218  0.103
H  -7.501  4.566  -1.314
H  -6.275  0.288  -2.144
H  -0.027  2.902  -5.390
H  4.995  -3.996  6.037
H  -1.256  4.165  -5.314
H  7.491  -5.327  0.203
H  -5.573  1.312  -3.403
H  3.419  -2.686  -5.983
H  1.109  -1.870  -5.638
H  -3.838  3.287  1.581
H  4.792  -3.360  -4.035
H  -3.129  0.367  -3.318
H  4.999  -2.239  2.135
H  1.239  -4.763  0.787
H  -7.156  3.978  -2.947
H  -2.124  2.860  1.846
H  7.936  -5.348  -1.510
H  2.290  3.586  -2.349
H  -1.839  -0.371  -2.366
H  4.980  -5.096  1.019
H  -2.728  2.796  -3.965
H  1.088  3.846  -1.055
H  -4.315  4.678  -0.793
H  -2.154  1.764  -5.271
H  -7.028  1.403  0.648
H  2.833  -5.023  -1.159
H  -3.204  -4.002  0.698
H  -0.877  4.419  -2.868
H  4.737  -3.694  -0.020
H  1.864  1.967  5.145
H  -1.368  -6.290  -2.423
H  -1.160  3.899  5.679
H  -1.288  -2.453  0.693
H  -8.257  3.080  -1.896

Calculated values
- lowest unoccupied orbital energy (eV) = -1.82
- total charge = +1
- gap between HOMO and LUMO (eV) = 8.16
- energy relative to the best compared isomer or geometry (same formula, charge and spin) (kJ/mol) = 32.5
- multiplicity = 1
- molar mass (g/mol) = 948.992

Here is a molecular structure, C9H8AuBrN2 from OMol25. Energies are from the ωB97M-V functional and the def2-TZVPD basis.

Atoms and positions in Å:
Au  2.652  0.417  -1.855
Br  4.547  0.091  -3.259
N  0.747  -1.965  -1.394
N  0.985  0.838  -0.640
C  -0.773  1.870  1.251
C  0.117  2.686  0.627
C  -0.045  -1.386  -0.440
C  -0.977  -2.167  0.220
C  -0.830  0.497  0.923
C  0.988  2.118  -0.312
C  -1.767  -0.342  1.560
C  -1.822  -1.660  1.211
C  0.062  -0.004  -0.060
H  0.455  -2.867  -1.730
H  -2.532  -2.323  1.687
H  -2.424  0.078  2.309
H  1.218  -1.395  -2.079
H  -1.054  -3.212  -0.054
H  1.726  2.735  -0.805
H  -1.456  2.251  2.000
H  0.183  3.742  0.841

Calculated values
- lowest unoccupied orbital energy (eV) = -0.64
- gap between HOMO and LUMO (eV) = 7.70
- energy relative to the best compared isomer or geometry (same formula, charge and spin) (kJ/mol) = 0.0
- multiplicity = 1
- molar mass (g/mol) = 421.048

Here is a gas-phase ion, C4H7N2 (charge +1) at a distorted geometry from OMol25. Energies are from the ωB97M-V functional and the def2-TZVPD basis.

Atoms and positions in Å:
N  1.220  1.474  -0.563
N  -0.060  -0.603  0.179
C  0.555  0.644  0.197
C  0.852  2.460  -1.274
C  -0.712  -1.346  1.206
C  -0.724  -1.930  -0.142
H  -0.179  2.816  -1.322
H  -0.031  -2.775  -0.323
H  -0.258  -2.013  2.035
H  0.641  0.788  1.256
H  -1.507  -0.805  1.524
H  1.690  3.073  -1.700
H  -1.487  -1.782  -1.072

Calculated values
- lowest unoccupied orbital energy (eV) = -4.41
- SMILES = C=[N+]=CN1CC1
- total charge = +1
- gap between HOMO and LUMO (eV) = 10.59
- energy relative to the best compared isomer or geometry (same formula, charge and spin) (kJ/mol) = 485.6
- multiplicity = 1
- molar mass (g/mol) = 83.114

Here is 2 unconnected molecules or ions with the total composition C3H5NOSi at a distorted geometry from OMol25. Energies are from the ωB97M-V functional and the def2-TZVPD basis.

Atoms and positions in Å:
Si  -1.076  3.022  1.721
O  0.634  -2.392  0.028
N  0.597  -0.763  -1.484
C  0.152  -1.158  -0.336
C  1.300  -1.786  -1.946
C  1.385  -2.867  -1.099
H  0.037  3.042  2.769
H  -0.389  -0.539  0.332
H  1.736  -3.836  -1.189
H  1.693  -1.558  -2.889
H  -0.451  1.682  1.283

Calculated values
- lowest unoccupied orbital energy (eV) = -1.16
- gap between HOMO and LUMO (eV) = 8.08
- energy relative to the best compared isomer or geometry (same formula, charge and spin) (kJ/mol) = 184.7
- multiplicity = 1
- molar mass (g/mol) = 99.165

Q: Look up the lowest unoccupied orbital energy of the first one.
A: -1.82 eV

Q: multiplicity of number 4 (C3H5NOSi)?
A: 1